Density functional theory data (ωB97M-V/def2-TZVPD) for a molecular structure, C18H20IN7NaSSbSe4.

Structure (ORCA input):
```
! wB97M-V def2-TZVPD RIJCOSX def2/J DEFGRID3
* xyz -2 1
Na -0.4257 0.5007 -0.4230
C -0.8288 3.4736 3.1029
C -0.3952 2.3772 2.1820
N -0.7276 2.3199 0.9446
N -1.6815 3.1912 0.5218
C -1.9454 3.3570 -0.7807
N -3.1695 3.8695 -1.0187
S -0.8501 3.0448 -2.0257
C 0.3365 1.2079 2.7198
C 0.8483 1.1923 4.0164
C 1.3165 0.0068 4.5487
C 1.2333 -1.1476 3.7876
C 0.7378 -1.0376 2.4991
N 0.3317 0.1039 1.9607
H -1.0848 4.3695 2.5389
H -0.0483 3.7163 3.8240
H -1.7085 3.1475 3.6701
H -2.4958 3.3103 1.1728
H -3.8788 3.7173 -0.2983
H -3.4585 3.8803 -1.9775
H 0.8342 2.0833 4.6241
H 1.6927 -0.0179 5.5635
H 1.5115 -2.1134 4.1872
H 0.6228 -1.9149 1.8694
Se -2.7061 0.8714 4.8047
Sb -4.1791 0.6548 2.8024
Se -2.5827 -0.3422 0.9493
Se -3.5255 -2.3910 0.5979
Se -4.3484 3.0848 1.9335
I 5.7631 0.4138 -1.1591
C 3.8636 0.3940 -2.0757
C 3.7660 0.1924 -3.4414
C 2.4875 0.2017 -3.9867
C 1.4031 0.3993 -3.1531
N 1.5096 0.5758 -1.8383
C 2.7295 0.5841 -1.3090
H 4.6447 0.0381 -4.0507
H 2.3419 0.0611 -5.0494
H 0.3927 0.4301 -3.5443
H 2.7816 0.7530 -0.2386
N 0.0161 -5.6173 -3.1137
C -0.0357 -4.3622 -2.5167
C -0.9764 -3.4155 -2.9133
C -0.9729 -2.1757 -2.3032
N -0.1014 -1.8157 -1.3654
C 0.7979 -2.7196 -0.9949
C 0.8802 -3.9893 -1.5336
H -0.8559 -5.9270 -3.5099
H 0.4638 -6.3295 -2.5613
H -1.7225 -3.6626 -3.6586
H -1.7195 -1.4344 -2.5695
H 1.4929 -2.4118 -0.2194
H 1.6251 -4.6983 -1.1915
*
```

The calculation puts the orbital gap at 2.729 eV. The LUMO energy is 2.873 eV. For the molar mass, the calculation gives 953.968 g mol⁻¹. For the HOMO energy, the calculation gives 0.144 eV. The energy comes out at -11785.5282 a.u. The calculation puts the energy relative to the best compared isomer or geometry (same formula, charge and spin) at 29.7 kcal/mol.